1.
DFT (wB97M-V/def2-TZVPD) results for a molecular structure, C32H16AsIrN8S4 at a distorted geometry.

E_HOMO (spin up / spin down) = -4.1 / -4.0 eV
LUMO energy (spin up / spin down) = 0.020 / 0.016 Ha
<S²> = 0.788
Calculated total energy = -152388.4284 eV
HOMO-LUMO gap (spin up / spin down) = 4.61 / 4.47 eV
Largest force on an atom = 2.177 eV Å⁻¹

Geometry as ORCA input:
```
! RIJCOSX wB97M-V def2-TZVPD def2/J DEFGRID3
* xyz -1 2
Ir 0.347 0.217 -0.005
As -4.516 -2.472 0.809
S -3.692 -4.121 1.850
S -0.958 -2.228 -0.597
S -2.820 -1.756 -0.951
S -4.837 -1.072 2.374
N 2.156 -0.497 -0.214
N 0.453 0.973 -1.833
N -1.628 2.141 -1.903
N 2.618 0.202 -2.456
N 2.367 -1.599 1.897
N -1.943 0.197 2.369
N 0.268 -0.497 1.843
N -1.378 1.103 0.239
C -0.939 -0.633 2.474
C -0.228 -4.178 4.562
C -1.510 -3.653 4.680
C -1.156 1.807 -4.997
C -4.862 3.605 1.886
C 2.881 -0.997 0.832
C -0.384 1.453 -3.903
C 0.880 0.847 -4.076
C -3.802 3.780 -0.286
C -2.962 2.735 0.076
C 0.407 -2.347 3.190
C 4.354 -0.354 -0.792
C 3.000 -0.161 -1.236
C 1.366 0.578 -5.345
C -4.744 4.209 0.633
C 5.591 -0.076 -1.359
C -3.073 2.138 1.358
C -4.026 2.572 2.267
C 4.276 -0.878 0.525
C 1.403 0.600 -2.746
C -1.855 -2.455 4.074
C 5.422 -1.105 1.276
C 6.639 -0.785 0.710
C -1.916 2.028 -0.614
C 0.577 0.918 -6.431
C -2.077 1.102 1.414
C -0.614 1.541 -2.476
C 0.749 -3.528 3.826
C 6.721 -0.287 -0.593
C -0.891 -1.809 3.320
C -0.660 1.534 -6.260
C 1.116 -1.490 2.258
H 1.739 -3.940 3.713
H 7.549 -0.913 1.278
H -5.639 3.941 2.556
H 0.929 0.703 -7.431
H -3.730 4.229 -1.266
H -2.847 -2.039 4.158
H -2.121 2.268 -4.856
H -5.408 5.023 0.376
H 0.003 -5.118 5.042
H 2.325 0.102 -5.474
H -1.246 1.796 -7.130
H 5.350 -1.507 2.272
H -4.118 2.095 3.227
H 5.658 0.313 -2.365
H -2.260 -4.197 5.235
H 7.695 -0.055 -1.004
*
```

---

2.
DFT (wB97M-V/def2-TZVPD) results for a molecular structure, C32H16F19GaGeN5S at a distorted geometry.

E_HOMO = -11.4 eV
LUMO energy = -0.128 Ha
Relative energy (zero: lowest compared OMol25 entry of this formula, charge and spin) = 0.685 eV
Calculated total energy = -212246.5607 eV
HOMO-LUMO gap = 7.87 eV
Largest force on an atom = 1.333 eV Å⁻¹

Geometry as ORCA input:
```
! RIJCOSX wB97M-V def2-TZVPD def2/J DEFGRID3
* xyz 1 1
Ge 0.624 0.624 2.300
Ga 0.154 0.122 -1.294
S 1.674 0.500 0.359
F -1.593 -0.341 -2.910
F 3.942 -3.115 3.797
F 2.261 1.991 4.635
F -3.831 -3.542 2.813
F 1.106 5.794 3.151
F 1.905 3.292 2.227
F -2.140 -3.009 4.902
F -3.651 -2.075 0.523
F -0.239 -1.069 4.616
F -3.073 3.926 4.301
F 4.391 1.003 6.067
F -2.843 -1.825 -4.873
F 5.215 -1.559 5.641
F 2.417 -0.488 -5.403
F 1.121 -1.808 -7.399
F -1.737 -0.158 0.255
F 1.820 -2.058 2.387
F -2.229 1.495 3.388
F -1.394 6.065 4.186
N -0.242 -4.716 -1.944
N -0.169 2.402 -1.890
N -0.194 -2.037 -1.271
N 1.035 0.142 -3.012
N -2.529 -4.671 -2.051
C 1.119 -0.797 -5.279
C 0.681 2.542 -3.090
C -1.346 -2.653 -1.480
C -2.814 -1.848 1.537
C 1.727 1.407 -3.148
C 0.283 3.309 -0.836
C -0.985 4.883 3.754
C 0.699 3.492 2.773
C 0.940 -2.745 -1.352
C -0.130 2.385 2.841
C -2.915 -2.590 2.713
C 3.549 -1.864 4.008
C -1.383 -4.027 -1.823
C 2.490 -1.323 3.297
C 0.300 4.743 3.224
C 0.461 -1.481 -6.291
C 4.198 -1.066 4.951
C -2.046 -2.329 3.771
C 3.775 0.246 5.171
C -1.845 3.786 3.815
C 2.704 0.746 4.436
C -0.870 -1.855 -6.172
C 2.060 -0.024 3.490
C -1.065 -1.358 3.608
C 0.445 -0.437 -4.098
C -1.576 2.696 -2.181
C -1.402 2.551 3.356
C -1.555 -1.500 -5.025
C -0.904 -0.655 2.426
C 0.888 -4.091 -1.701
C -1.813 -0.895 1.420
C -0.906 -0.796 -4.031
H -3.415 -4.201 -2.017
H -2.256 -2.071 -1.429
H 1.866 -2.219 -1.153
H 2.429 1.493 -2.311
H -2.490 -5.645 -2.300
H 1.345 3.165 -0.637
H -1.944 2.040 -2.967
H -1.359 -2.395 -6.964
H 1.786 -4.680 -1.808
H -2.174 2.529 -1.284
H 0.057 2.466 -3.985
H -0.281 3.109 0.078
H 2.283 1.476 -4.085
H -1.712 3.735 -2.500
H 1.190 3.510 -3.097
H 0.113 4.351 -1.123
*
```

---

3.
DFT (wB97M-V/def2-TZVPD) results for a molecular structure, C32H18BrCl2F4N3O3PSn.

E_HOMO (spin up / spin down) = -2.8 / -3.1 eV
LUMO energy (spin up / spin down) = 0.077 / 0.077 Ha
Calculated total energy = -165168.0611 eV
HOMO-LUMO gap (spin up / spin down) = 4.90 / 5.18 eV
Largest force on an atom = 0.440 eV Å⁻¹

Geometry as ORCA input:
```
! RIJCOSX wB97M-V def2-TZVPD def2/J DEFGRID3
* xyz -1 1
Sn 0.822 -1.572 -0.217
Br 1.745 -0.326 3.565
Cl -3.384 -2.783 -5.640
Cl -1.551 1.720 -3.350
P 0.884 1.737 1.087
F 4.230 3.675 5.648
F 3.516 5.402 3.676
F 1.985 4.565 1.651
F 3.420 1.127 5.580
O -1.002 -6.748 2.198
O -0.753 -2.234 1.100
O -0.126 -0.192 -1.485
N -0.056 -2.832 -1.686
N -0.629 -4.499 1.821
N 1.526 -4.287 3.040
C -2.989 4.217 1.018
C 3.108 4.131 3.631
C -2.518 -5.426 0.803
C 3.571 2.975 -2.446
C -2.570 -3.908 0.589
C -2.353 -0.650 -4.365
C 1.879 2.360 2.510
C 3.924 1.953 -1.577
C -1.439 2.674 0.023
C 3.043 1.935 4.587
C -0.050 -4.203 -1.705
C 3.472 3.253 4.634
C 2.389 3.673 -2.244
C -1.590 -0.022 -3.389
C -1.644 -2.834 -3.541
C 0.522 -4.390 2.482
C -1.239 -3.434 1.049
C 1.564 3.358 -1.175
C -0.853 -2.156 -2.591
C -1.320 -5.702 1.690
C -1.637 -4.264 -3.523
C 3.092 1.627 -0.518
C -0.946 3.656 2.160
C 2.255 1.487 3.541
C -2.150 4.346 2.114
C 1.910 2.333 -0.303
C -0.817 -4.911 -2.597
C -0.572 2.828 1.107
C -2.383 -2.028 -4.420
C 2.320 3.674 2.590
C -0.846 -0.747 -2.462
C -2.631 3.376 -0.028
H -2.429 4.990 2.939
H -0.304 3.768 3.025
H -2.361 -5.963 -0.133
H -1.179 1.991 -0.777
H -2.723 -3.648 -0.463
H -2.236 -4.816 -4.230
H -3.283 3.247 -0.883
H -0.759 -5.993 -2.583
H -2.921 -0.061 -5.071
H 4.837 1.393 -1.735
H -3.925 4.760 0.984
H 3.356 0.804 0.138
H -3.404 -3.457 1.151
H 0.645 -4.698 -1.035
H 4.209 3.219 -3.286
H 2.104 4.466 -2.924
H 0.647 3.913 -1.026
H -3.400 -5.848 1.284
*
```